1.
A structure of composition C25H28AuClN2O2SeSi2 at a distorted geometry. Source: OMol25; level of theory: ωB97M-V with the def2-TZVPD basis set.

**LUMO (alpha / beta)**: 0.1 / -1.7 eV
**Energy relative to the best compared isomer or geometry (same formula, charge and spin)**: 106.9 kJ/mol
**2S+1**: 3
**Kohn-Sham gap (alpha / beta)**: 5.2 / 5.9 eV
**Largest force on an atom**: 0.065 Eh/bohr

```
62
Properties=species:S:1:pos:R:3:forces:R:3
O 3.6370 -1.7092 1.6028 0.45 0.82 -0.70
N -1.7465 4.8542 -1.3540 -1.18 -0.49 -0.02
Si -1.0910 -1.3199 0.1854 0.56 -0.96 0.28
C -3.8186 4.0000 -1.2249 -0.63 0.42 -0.32
C 1.6329 -3.9400 2.8095 -0.68 0.93 -0.08
C -1.2178 -0.7953 -1.5783 -0.46 0.72 0.25
C 7.2272 -0.0160 0.8193 -0.43 1.87 -0.92
H 5.8737 -2.7056 2.3106 0.04 0.15 -0.03
H 2.0908 -3.9674 -1.1324 0.06 -0.06 -0.25
H -0.7531 6.6774 -1.0601 0.17 -0.81 -0.62
H -3.7704 -2.7740 -0.0894 0.35 -0.14 0.10
Se -0.1492 2.6704 -0.2945 0.08 0.40 -0.12
H 8.2329 -1.5743 1.8213 -0.23 -0.26 0.09
H -6.8725 4.9768 -2.1506 -0.20 0.34 -0.19
H -4.4643 -5.1035 0.2457 0.91 0.15 0.13
C 6.0291 0.7135 0.3827 0.97 -0.43 0.18
H -2.2541 -0.5862 -1.8420 -0.29 0.01 0.14
C -3.3982 -4.8248 0.3920 -0.26 -0.61 -0.04
H 0.2548 5.2104 -1.3697 0.34 -0.14 0.40
H 2.6171 -5.2333 -0.0348 0.00 -0.20 0.18
Au 1.2815 -1.1452 0.7740 0.13 -0.28 -0.10
H -0.9127 -1.5695 -2.2295 0.64 -0.79 -0.83
N -2.8889 3.1064 -0.7215 -0.27 -0.06 -0.03
H -0.6759 0.1300 -1.7529 0.23 0.01 -0.09
H -2.7658 -6.8108 0.9242 -0.13 -0.33 0.06
H 3.9284 1.9835 -0.0157 -0.35 0.39 -0.16
H -0.5556 5.9161 -2.7178 -0.33 0.15 0.21
C -1.1049 -5.4400 0.9587 -1.05 -0.67 -0.06
H -5.6126 7.0046 -2.8454 0.39 -0.19 0.01
H 3.3602 -3.5978 0.0386 -0.50 -0.39 0.07
O 2.3629 0.7941 0.3634 -2.47 -1.10 0.39
C -1.6443 3.6053 -0.8133 0.83 0.28 0.01
H -0.4034 -6.2136 1.2968 -0.19 0.36 -0.23
H 6.1991 1.6744 -0.1260 -0.23 -0.60 0.32
C 7.2673 -1.1858 1.5257 0.01 0.30 -0.19
C -3.6860 6.2251 -2.2353 -0.46 -0.48 0.07
C -3.0042 -3.5028 0.1983 -0.22 -0.17 0.15
Cl 8.6896 0.8692 0.3438 -0.50 -0.85 0.48
C -5.8085 5.0509 -2.0135 0.89 -0.36 0.21
H -3.0799 7.0262 -2.5720 0.30 0.77 -0.23
C -5.1914 3.9388 -1.4329 0.15 0.05 -0.06
Si 1.0871 -3.5362 1.0579 -0.26 0.11 0.12
H 2.0159 -4.9350 2.9002 0.16 -0.78 -0.07
C -0.6521 5.7214 -1.6412 0.30 1.14 0.01
H -2.9960 2.1928 -0.3092 -0.38 0.09 -0.11
C 6.0113 -1.7614 1.7950 -2.06 1.22 -1.19
H -2.1216 -0.5675 2.2129 -0.34 -0.22 1.16
H -3.1748 -0.2657 0.8013 -0.05 0.23 0.16
C -1.6754 -3.1376 0.3990 0.78 0.21 -0.13
C -5.0568 6.1689 -2.4151 -1.18 0.04 0.08
C 4.7468 0.2171 0.6346 -0.81 -0.33 0.20
C -0.7195 -4.1292 0.7515 0.71 1.17 0.04
H 2.4276 -3.2584 3.1073 0.00 0.07 0.03
C -3.1074 5.1380 -1.6339 1.27 -1.22 0.60
C 3.5831 1.0058 0.3327 3.34 0.19 -0.15
C -2.1681 -0.2049 1.2189 0.95 0.05 -0.80
H 0.7738 -3.8248 3.4775 0.19 -0.01 0.09
H -1.6964 0.7836 1.1756 -0.49 0.03 -0.01
C 4.7050 -1.1005 1.2983 1.26 -1.63 1.67
C 2.4233 -4.1693 -0.1168 -0.16 0.82 -0.19
C -2.4566 -5.7956 0.7690 0.29 0.92 -0.08
H -5.7639 3.0460 -1.2020 0.06 0.14 0.11
```
Positions in Å, forces in eV/Å.

***

2.
A structure of composition C25H28AuClN2O2SeSi2 at a distorted geometry. Source: OMol25; level of theory: ωB97M-V with the def2-TZVPD basis set.

**LUMO (alpha / beta)**: 0.2 / -2.2 eV
**Energy relative to the best compared isomer or geometry (same formula, charge and spin)**: 0.0 kJ/mol
**2S+1**: 3
**Kohn-Sham gap (alpha / beta)**: 4.9 / 6.1 eV
**Largest force on an atom**: 0.085 Eh/bohr

```
62
Properties=species:S:1:pos:R:3:forces:R:3
C 3.2567 0.3833 0.4353 -0.25 0.03 -0.20
N 1.7145 -2.9378 -1.4512 0.99 0.35 -0.97
H -4.9857 5.6187 -0.4422 -0.05 -0.01 -0.08
C 3.7368 -3.0646 1.4759 -0.18 0.14 -0.52
C 2.7441 0.0956 3.1720 0.86 -0.23 0.49
H -0.6150 3.8578 1.0541 -0.02 0.45 -0.05
C -0.4547 2.4800 -2.2145 -0.73 0.34 0.18
H -6.1781 1.5428 -0.6121 0.35 0.00 -0.05
C -4.0239 -0.5967 1.0417 -0.28 -0.25 0.45
H 4.4504 -2.6031 -2.3623 -0.05 -0.05 0.15
H -3.8629 -0.3503 -3.0289 -0.10 -0.06 0.22
Si -1.3202 2.1548 -0.5797 0.66 -0.23 -0.71
C -0.4667 2.7984 0.9116 0.21 -0.22 0.25
C -4.0143 1.8466 -0.6332 -0.36 1.08 0.04
H 5.2925 0.6366 1.0224 -0.01 0.00 0.02
H -3.9141 -1.6737 1.1402 0.01 -0.16 -0.03
Au -1.1389 -0.2266 -0.5462 -0.32 0.12 0.62
H -1.0946 2.1343 -3.0279 0.00 0.07 -0.03
C 4.0352 0.2821 2.7000 0.02 -0.32 0.81
H 2.1145 -3.2927 -3.4845 -0.22 0.29 0.14
C -3.4034 4.1975 -0.5302 0.27 -0.60 -0.11
H -0.9297 2.2868 1.7467 -0.06 -0.10 0.38
H 5.8476 -2.9294 1.7145 -0.44 0.18 -0.50
H 0.4501 -2.6891 -3.0703 0.24 -0.21 -0.07
H -4.0181 -1.8725 -2.1243 0.16 -0.02 0.03
C 1.6947 -0.0279 2.2524 -2.76 -0.31 1.09
C 2.7077 -3.0772 0.5425 0.54 0.01 0.13
C 4.2799 0.4639 1.3585 1.45 0.45 -1.27
Se -1.0807 -2.8379 -0.8133 0.00 -0.15 -0.05
C 5.2882 -2.7751 -0.3762 -0.27 0.24 -0.15
H 3.5224 -3.1255 2.5199 0.01 -0.08 0.53
C 5.0176 -2.9007 0.9898 0.63 -0.42 0.67
C 1.9369 0.0833 0.8100 0.01 -0.15 -1.64
C 2.9581 -2.9380 -0.8120 0.62 0.21 -0.45
O -0.6548 -0.4543 2.1755 -3.36 -0.78 -2.22
H 0.8113 -3.1283 1.5156 -0.22 0.05 0.25
N 1.3425 -3.1584 0.6675 -0.41 0.04 -0.36
O 1.0767 -0.1270 -0.1494 0.89 0.27 1.15
C 4.2568 -2.7503 -1.3040 -0.30 -0.26 0.07
H -2.6531 4.9676 -0.5099 0.27 0.23 0.07
H -6.7585 3.8675 -0.5328 -0.48 0.17 0.02
C 0.7634 -3.0125 -0.5446 -1.08 0.06 1.01
H 0.5900 2.5704 0.9307 0.34 -0.02 0.02
H 0.4587 1.9367 -2.2550 0.89 -0.54 -0.04
C 0.3471 -0.2383 2.7884 3.83 0.82 1.96
C -4.7321 4.5680 -0.5174 0.02 0.32 0.12
C -3.0202 2.8449 -0.5885 -1.12 -0.13 -0.10
H -3.3967 -0.1485 1.8045 0.29 0.07 0.19
H -5.3147 -0.6897 -2.0237 0.52 0.04 -0.16
C -5.3556 2.2656 -0.6106 -0.48 -0.40 -0.01
H 2.5686 -0.0620 4.2320 -0.07 0.07 -0.15
C -4.2097 -0.7998 -2.0903 -0.64 0.01 0.12
H 1.7915 -1.5666 -3.0117 0.25 0.03 -0.12
Cl 5.4604 0.1866 3.7273 -0.92 0.13 -0.17
C 1.5202 -2.6091 -2.8642 -0.22 -0.18 0.34
H -5.0474 -0.3195 1.3109 -0.06 -0.05 -0.28
H 3.4502 0.5296 -0.6176 0.04 -0.07 -0.09
Si -3.4747 0.0627 -0.5928 0.08 -0.03 -0.55
H 6.3111 -2.6482 -0.7079 -0.06 -0.01 0.01
H 0.2689 -0.1616 3.9062 0.38 -0.05 -0.26
C -5.7241 3.6022 -0.5551 0.71 -0.51 -0.03
H -0.2225 3.5282 -2.3617 -0.03 0.34 -0.08
```
Positions in Å, forces in eV/Å.